(1)
Formula: C8H12FN
Source: OMol25
Level of theory: the ωB97M-V functional and the def2-TZVPD basis

XYZ file:
```
22
Properties=species:S:1:pos:R:3:forces:R:3:mulliken_charge:R:1
C -2.28287 -1.49687 0.04387 -1.19 -2.19 -0.10 -0.4118
C -2.82173 -0.20926 -0.17853 0.35 0.36 0.39 -0.5290
C -0.93036 -1.44255 -0.00992 0.28 0.43 1.79 -0.3935
C -1.77875 0.66412 -0.17598 1.55 -2.58 0.53 0.1822
C 1.48520 -0.56733 1.05321 -0.43 -1.37 2.20 -1.8967
C 0.97058 1.81459 0.35842 -0.58 -2.59 1.78 -1.6314
C 1.32248 0.03850 -1.38293 3.17 -1.77 1.50 -1.5338
C 0.83104 0.29915 0.04725 -1.50 1.48 -1.73 1.5707
N -0.54852 -0.08046 0.07573 -3.71 -0.03 -1.40 0.2501
F -1.86702 1.96042 -0.40956 0.54 0.44 0.06 -0.2671
H -2.84952 -2.44080 0.33839 0.75 1.49 -0.98 0.3089
H -3.84269 0.05953 -0.32621 -0.40 0.13 0.07 0.4614
H -0.25273 -2.30083 0.17883 -0.51 1.15 -0.17 0.2106
H 1.47351 -1.57535 0.66478 0.27 -0.33 0.05 0.5651
H 2.49993 -0.29725 1.15665 1.30 0.35 0.35 0.4665
H 0.98575 -0.66849 2.12212 0.82 0.79 -2.26 0.3076
H 0.09745 2.40930 0.31336 -0.60 0.53 -0.74 0.3899
H 1.19315 1.73080 1.39439 0.37 0.76 1.20 0.4778
H 1.82286 2.14565 -0.11815 1.50 1.27 -1.11 0.3597
H 0.71381 0.39471 -2.14044 -1.68 0.64 -1.21 0.4420
H 2.24464 0.65657 -1.45882 -0.06 -0.96 -0.33 0.3883
H 1.53379 -1.09417 -1.54644 -0.24 2.01 0.13 0.2825
```
Forces are in eV/Å.

Values from the calculation:
- SMILES string = CC(C)(C)n1cccc1F
- gap between HOMO and LUMO (Eh) = 0.331
- LUMO level (eV) = 0.866
- ΔE to the lowest compared entry with this formula, charge and spin (kJ/mol) = 124.6

=====

(2)
Formula: C4H5BiO2
Source: OMol25
Level of theory: the ωB97M-V functional and the def2-TZVPD basis

XYZ file:
```
12
Properties=species:S:1:pos:R:3:forces:R:3:mulliken_spin:R:1
H -0.56167 3.53947 -0.16603 0.05 1.99 0.07 -0.1077
O -1.57577 0.49094 0.58159 -3.10 -1.89 2.31 0.0126
C -0.35333 -1.38342 -0.18071 -0.81 1.26 0.45 0.5946
C 0.97028 -1.40090 0.18835 2.81 -1.45 -2.70 -0.1630
C -1.47830 -0.69141 -0.19741 0.48 -1.43 -0.99 -0.0199
C 1.88015 -0.35469 -0.01088 -0.82 0.48 0.98 0.2185
O 1.51825 0.84020 -0.36554 5.00 -1.64 -0.58 -0.0557
Bi -0.12461 1.84317 -0.08254 -1.50 2.81 -1.18 0.4748
H -2.49183 0.73036 0.76706 -0.64 -0.13 0.35 0.0025
H 2.89971 -0.47827 0.38668 -0.27 0.03 -0.62 0.0096
H -2.35276 -0.87528 -0.82370 0.40 0.09 0.07 0.0091
H 1.66988 -2.26016 -0.09687 -1.60 -0.12 1.83 0.0246
```
Forces are in eV/Å.

Values from the calculation:
- ⟨S²⟩ = 1.21
- gap between HOMO and LUMO (alpha / beta) (Eh) = 0.224 / 0.243
- LUMO level (alpha / beta) (eV) = -6.468 / -6.249
- 2S+1 = 2
- ΔE to the lowest compared entry with this formula, charge and spin (kJ/mol) = 296.2
- charge = +1

=====

(3)
Formula: C4H3FO2
Source: OMol25
Level of theory: the ωB97M-V functional and the def2-TZVPD basis

XYZ file:
```
10
Properties=species:S:1:pos:R:3:forces:R:3:mulliken_spin:R:1
C -3.47979 -0.06339 0.23649 -2.37 0.42 1.28 0.3776
C -2.63336 0.59639 -0.38916 4.12 1.60 -2.20 0.5119
C -1.02821 -0.93697 -0.63062 -0.27 3.91 -0.82 0.3515
C 0.24320 -0.20670 -0.73306 0.98 0.26 -1.54 0.1864
O -4.15233 -0.88826 0.72329 -0.95 -1.22 0.72 0.4475
O -1.34698 -2.03132 -0.53899 -0.69 -2.82 0.36 0.1002
F -2.10043 1.83957 -0.61037 -1.09 -1.70 0.52 0.0444
H 0.88529 -0.70788 0.00776 0.17 0.83 0.15 -0.0092
H 0.71732 -0.55931 -1.75288 -0.92 1.13 1.68 -0.0057
H 0.03133 0.94018 -0.64753 1.03 -2.41 -0.16 -0.0047
```
Forces are in eV/Å.

Values from the calculation:
- ⟨S²⟩ = 2.03
- gap between HOMO and LUMO (alpha / beta) (Eh) = 0.261 / 0.271
- LUMO level (alpha / beta) (eV) = 0.797 / -2.205
- 2S+1 = 3
- ΔE to the lowest compared entry with this formula, charge and spin (kJ/mol) = 186.4

=====

(4)
Formula: C36H30GeN3O3S5Ti
Source: OMol25
Level of theory: the ωB97M-V functional and the def2-TZVPD basis

XYZ file:
```
79
Properties=species:S:1:pos:R:3:forces:R:3:mulliken_spin:R:1
Ti -0.14643 0.31351 1.43941 0.22 -0.08 -0.10 0.0772
S -3.08262 -0.79707 4.36303 -0.05 -0.14 0.03 -0.0008
C -1.60394 -0.53140 3.67371 0.13 0.13 -0.01 0.0012
S -0.60733 0.84760 4.01015 -0.14 -0.07 -0.06 0.0074
S -0.96056 -1.65663 2.44488 -0.16 0.18 -0.09 0.0006
N -1.61528 2.02049 1.27921 0.06 0.13 0.21 0.0028
C -1.60635 3.02933 0.23711 0.00 -0.08 -0.09 0.0057
C -2.78695 3.44870 -0.35130 0.04 0.00 0.03 -0.0010
C -2.76086 4.43181 -1.33406 -0.10 -0.02 -0.01 0.0002
C -1.56369 5.00799 -1.71700 0.08 0.02 0.04 0.0000
C -0.38164 4.57878 -1.12374 0.04 -0.03 0.01 -0.0005
C -0.39694 3.58695 -0.15625 -0.02 0.05 -0.07 -0.0123
S -1.51075 6.33140 -2.93371 0.00 0.01 -0.06 0.0000
O -1.25640 7.52648 -2.13926 -0.01 -0.02 0.00 0.0000
O -0.40734 5.96133 -3.81050 -0.06 0.02 0.02 0.0000
O -2.82526 6.30147 -3.56201 0.04 -0.01 0.01 0.0000
H -2.53876 1.58631 1.33522 0.04 -0.06 -0.11 0.0005
H -1.50679 2.47835 2.18606 -0.02 -0.11 0.03 0.0008
H -3.72754 3.00246 -0.04866 0.02 0.00 0.01 -0.0001
H -3.67367 4.76084 -1.81311 0.01 0.02 -0.01 0.0000
H 0.55385 5.01769 -1.44515 0.00 0.01 -0.01 0.0002
H 0.53517 3.23463 0.27414 -0.03 -0.02 0.02 0.0031
C 0.04340 -0.00972 -0.38891 -0.14 -0.36 0.31 -0.0249
Ge -1.36210 -1.08273 -1.15528 -0.20 0.17 -0.05 0.0045
C -1.10761 -3.00253 -0.82055 -0.01 -0.01 0.04 -0.0067
C 0.18145 -3.53065 -0.88895 0.04 0.07 0.03 -0.0034
C 0.41921 -4.87727 -0.66093 0.02 -0.04 0.00 -0.0012
C -0.63593 -5.72568 -0.35296 -0.02 -0.02 0.01 -0.0002
C -1.92427 -5.21777 -0.27867 0.03 -0.02 0.01 0.0004
C -2.15365 -3.86746 -0.51186 -0.07 -0.01 -0.06 0.0028
C -3.18916 -0.55804 -0.61046 0.02 0.06 -0.02 -0.0001
C -3.85483 0.37383 -1.41068 -0.05 -0.01 -0.07 -0.0002
C -5.11887 0.84178 -1.07778 -0.01 -0.01 0.01 -0.0001
C -5.74234 0.39488 0.07932 -0.01 0.03 -0.03 0.0003
C -5.09466 -0.52367 0.89264 -0.01 0.00 0.03 -0.0004
C -3.83521 -0.99914 0.54638 0.03 0.01 0.10 0.0005
C -1.39210 -0.88178 -3.11419 0.07 0.01 0.02 0.0014
C -2.06349 -1.79922 -3.92053 -0.01 -0.06 0.01 0.0012
C -2.12060 -1.63401 -5.29646 -0.01 -0.01 -0.04 0.0001
C -1.50497 -0.53964 -5.89052 0.00 0.01 -0.03 0.0000
C -0.83299 0.38266 -5.10322 0.02 0.02 0.00 0.0000
C -0.77598 0.20652 -3.72599 -0.02 0.06 0.03 0.0001
H 0.86682 0.13356 -1.09206 0.04 -0.04 0.04 0.0016
H 1.01789 -2.87229 -1.10310 -0.01 0.01 0.00 0.0083
H 1.42970 -5.26536 -0.71346 0.00 0.00 0.00 -0.0003
H -0.45281 -6.77644 -0.16162 0.00 0.00 0.00 -0.0001
H -2.75136 -5.87049 -0.02563 -0.01 0.00 0.00 0.0000
H -3.16597 -3.48576 -0.44186 0.00 0.01 0.00 0.0002
H -3.38198 0.75374 -2.30972 0.02 -0.02 0.00 -0.0001
H -5.60492 1.57153 -1.71465 0.00 0.00 0.00 0.0000
H -6.72240 0.77075 0.34889 0.00 -0.01 0.01 0.0001
H -5.55154 -0.86483 1.81335 0.00 0.00 0.00 0.0000
H -3.34507 -1.69364 1.21768 0.01 -0.01 -0.01 0.0012
H -2.54825 -2.66019 -3.47059 0.00 0.00 0.02 0.0001
H -2.64847 -2.35729 -5.90743 0.00 0.00 0.00 -0.0001
H -1.55392 -0.40296 -6.96426 0.00 0.00 0.00 0.0000
H -0.36056 1.24691 -5.55328 -0.01 0.00 -0.01 0.0000
H -0.26027 0.94067 -3.11612 0.00 0.01 0.00 0.0000
S 6.41043 0.17876 1.57684 0.12 -0.18 -0.08 0.0171
C 4.67051 0.18290 1.67542 -0.11 0.20 0.08 0.3378
C 3.94525 1.36289 1.97014 -0.03 0.05 0.03 -0.0180
C 2.58350 1.33613 2.02660 0.04 0.14 0.09 0.1687
N 1.83581 0.20752 1.80496 0.09 0.11 -0.11 0.1774
C 2.54184 -0.95751 1.58903 0.09 0.03 -0.12 0.1501
C 3.89888 -0.99618 1.50785 -0.03 -0.13 0.03 -0.0210
C 6.86435 -0.67289 3.07865 -0.03 0.03 0.06 0.0253
C 7.64664 -1.81976 3.03598 0.08 0.09 -0.03 0.0125
C 7.98106 -2.44965 4.22584 0.01 0.00 -0.03 0.0018
N 7.58944 -2.03074 5.42455 0.01 -0.02 0.06 0.0051
C 6.82733 -0.93492 5.45389 0.00 0.00 -0.01 0.0001
C 6.44738 -0.22618 4.32917 -0.08 -0.03 -0.06 -0.0132
H 4.46220 2.29575 2.15462 0.02 0.00 -0.01 0.0003
H 2.02836 2.23818 2.26804 0.00 -0.01 -0.02 0.0278
H 1.94593 -1.85272 1.47683 0.00 0.02 -0.03 0.0328
H 4.38354 -1.94866 1.33221 0.02 0.01 -0.01 0.0122
H 7.98740 -2.21507 2.08788 -0.02 -0.01 -0.01 0.0011
H 8.58985 -3.34844 4.20608 0.01 0.00 0.02 -0.0007
H 6.50593 -0.60163 6.43491 0.01 -0.01 0.01 0.0001
H 5.82230 0.65297 4.41580 -0.02 -0.01 -0.01 0.0124
```
Forces are in eV/Å.

Values from the calculation:
- ⟨S²⟩ = 0.76
- gap between HOMO and LUMO (alpha / beta) (Eh) = 0.185 / 0.254
- LUMO level (alpha / beta) (eV) = 3.690 / 3.642
- 2S+1 = 2
- ΔE to the lowest compared entry with this formula, charge and spin (kJ/mol) = 28.3
- charge = -2